ORCA calculation (ωB97M-V/def2-TZVPD) on a 2-piece molecular cluster, C6H15NO overall in a non-equilibrium geometry.

```
23
C6H15NO (ωB97M-V/def2-TZVPD)
C -1.755 -1.494 0.288
C -1.889 -0.092 -0.203
C -1.449 1.047 0.775
C -0.070 0.742 1.266
C 1.082 0.884 0.553
C 2.286 0.063 1.007
N 1.219 1.273 -0.806
H -0.741 -1.857 0.440
H -2.349 -1.884 1.128
H -2.231 -2.142 -0.479
H -1.308 0.131 -1.090
H -2.933 0.045 -0.482
H -2.171 0.999 1.602
H -1.483 1.982 0.232
H 0.231 0.474 2.265
H 2.566 -0.646 0.226
H 1.989 -0.423 1.930
H 3.194 0.649 1.220
H 2.146 1.099 -1.167
H 0.831 2.158 -1.091
O 0.698 -1.305 -2.541
H 0.781 -0.612 -1.871
H 1.357 -1.090 -3.204
```

Structure (SMILES): CCC/C=C(/C)N.O
Orbital gap: 8.85 eV
Highest occupied orbital energy: -8.10 eV
ΔE to the lowest compared entry with this formula, charge and spin: 169.33 kJ/mol
Lowest unoccupied orbital energy: 0.75 eV

How positive or negative is each atom? The Mulliken charges in e answer that: C -1.14; C -0.29; C -0.86; C -0.67; C 0.85; C -1.40; N -0.47; H 0.28; H 0.37; H 0.34; H 0.18; H 0.36; H 0.35; H 0.31; H 0.34; H 0.36; H 0.38; H 0.33; H 0.22; H 0.19; O -0.69; H 0.37; H 0.28

=====

ORCA calculation (ωB97M-V/def2-TZVPD) on one molecule with the formula C6H15NO in a non-equilibrium geometry.

```
23
C6H15NO (ωB97M-V/def2-TZVPD)
C 0.367 2.525 1.478
C -0.376 1.211 1.757
C -1.270 0.713 0.581
N -1.042 -0.596 0.045
C 0.036 -0.820 -0.898
C 1.472 -0.908 -0.259
C -0.235 -2.105 -1.677
O 0.401 -2.143 -2.942
H 1.448 2.452 1.354
H 0.205 3.241 2.285
H -0.028 3.019 0.595
H 0.350 0.432 1.969
H -1.069 1.347 2.584
H -2.310 0.722 0.938
H -1.366 1.424 -0.223
H -1.163 -1.392 0.650
H 0.024 -0.001 -1.620
H 2.086 -0.052 -0.558
H 1.416 -0.785 0.820
H 1.935 -1.836 -0.565
H -1.319 -2.181 -1.845
H 0.071 -2.987 -1.116
H 0.368 -1.280 -3.355
```

Structure (SMILES): CCCN[C@@H](C)CO
Orbital gap: 9.49 eV
Highest occupied orbital energy: -8.46 eV
ΔE to the lowest compared entry with this formula, charge and spin: 182.60 kJ/mol
Lowest unoccupied orbital energy: 1.03 eV

How positive or negative is each atom? The Mulliken charges in e answer that: C -1.13; C -0.20; C -0.99; N -0.33; C 0.20; C -1.08; C -0.76; O -0.50; H 0.29; H 0.32; H 0.30; H 0.25; H 0.34; H 0.42; H 0.42; H 0.24; H 0.32; H 0.24; H 0.26; H 0.37; H 0.33; H 0.38; H 0.32

=====

ORCA calculation (ωB97M-V/def2-TZVPD) on a 2-piece molecular cluster, C6H15NO overall in a non-equilibrium geometry.

```
23
C6H15NO (ωB97M-V/def2-TZVPD)
C -1.470 1.575 -0.142
C -0.412 1.170 -0.825
C 1.023 0.992 -0.246
C 1.081 0.783 1.263
C 1.902 -0.035 -1.016
N 1.844 -1.423 -0.623
H -2.410 1.761 -0.636
H -1.471 1.681 0.930
H -0.458 1.044 -1.901
H 1.491 1.964 -0.456
H 0.539 -0.126 1.543
H 2.116 0.688 1.581
H 0.650 1.632 1.791
H 2.945 0.279 -0.897
H 1.660 0.024 -2.081
H 0.912 -1.807 -0.743
H 2.102 -1.537 0.350
C -2.292 -1.594 0.523
O -1.162 -1.575 -0.304
H -2.034 -1.353 1.571
H -3.067 -0.898 0.182
H -2.709 -2.612 0.494
H -0.779 -0.633 -0.358
```

Structure (SMILES): C=C[C@@H](C)CN.CO
Orbital gap: 9.87 eV
Highest occupied orbital energy: -8.98 eV
ΔE to the lowest compared entry with this formula, charge and spin: 213.02 kJ/mol
Lowest unoccupied orbital energy: 0.90 eV

How positive or negative is each atom? The Mulliken charges in e answer that: C -0.71; C -0.40; C 0.81; C -1.61; C -0.84; N -0.62; H 0.32; H 0.23; H 0.22; H 0.29; H 0.25; H 0.45; H 0.42; H 0.40; H 0.35; H 0.33; H 0.28; C -0.69; O -0.59; H 0.25; H 0.28; H 0.26; H 0.30

=====

ORCA calculation (ωB97M-V/def2-TZVPD) on one molecule with the formula C6H15NO in a non-equilibrium geometry.

```
23
C6H15NO (ωB97M-V/def2-TZVPD)
C 1.208 2.128 -0.632
O 0.843 0.777 -0.847
C 0.334 -0.058 0.267
C 1.265 -1.282 0.224
C 0.455 0.613 1.646
N -1.079 -0.301 0.022
C -1.535 -1.664 0.272
C -1.472 0.141 -1.449
H 2.090 2.183 0.012
H 1.477 2.564 -1.598
H 0.382 2.712 -0.216
H 2.312 -0.967 0.312
H 1.068 -1.982 1.042
H 1.173 -1.819 -0.725
H 0.121 -0.060 2.442
H 1.488 0.903 1.866
H -0.162 1.516 1.699
H -2.627 -1.713 0.196
H -1.127 -2.382 -0.451
H -1.291 -1.995 1.288
H -1.249 1.154 -1.790
H -2.566 0.150 -1.437
H -1.109 -0.619 -2.143
```

Structure (SMILES): COC(C)(C)N(C)C
Orbital gap: 9.30 eV
Highest occupied orbital energy: -8.32 eV
ΔE to the lowest compared entry with this formula, charge and spin: 224.35 kJ/mol
Lowest unoccupied orbital energy: 0.97 eV

How positive or negative is each atom? The Mulliken charges in e answer that: C -0.74; O -0.42; C 1.35; C -1.66; C -1.71; N -0.04; C -1.02; C -0.91; H 0.31; H 0.27; H 0.31; H 0.41; H 0.36; H 0.39; H 0.37; H 0.40; H 0.41; H 0.35; H 0.35; H 0.30; H 0.26; H 0.36; H 0.33

=====

ORCA calculation (ωB97M-V/def2-TZVPD) on C6H15NO as an isolated structure in a non-equilibrium geometry.

```
23
C6H15NO (ωB97M-V/def2-TZVPD)
C 0.369 0.723 -0.930
C 0.587 2.066 -0.232
C 1.676 -0.004 -1.228
H -0.066 0.976 -1.908
H 0.363 0.122 1.199
H 2.218 -0.198 -0.302
H 1.474 -0.954 -1.721
H 1.048 1.914 0.743
H 1.251 2.699 -0.825
H -0.351 2.604 -0.093
H 2.317 0.580 -1.892
C 0.380 -1.990 1.537
C -2.202 0.313 -0.245
N -0.300 -0.714 1.363
C -0.906 -0.428 -0.484
O -0.854 -1.519 -1.006
H -1.137 -0.637 1.934
H 1.400 -1.820 1.883
H -0.134 -2.659 2.239
H 0.450 -2.511 0.585
H -2.563 0.686 -1.200
H -2.947 -0.388 0.139
H -2.073 1.141 0.446
```

Orbital gap: 9.04 eV
Highest occupied orbital energy: -8.20 eV
ΔE to the lowest compared entry with this formula, charge and spin: 236.60 kJ/mol
Lowest unoccupied orbital energy: 0.84 eV

How positive or negative is each atom? The Mulliken charges in e answer that: C 0.08; C -1.36; C -1.35; H 0.39; H 0.24; H 0.23; H 0.33; H 0.35; H 0.41; H 0.33; H 0.45; C -0.82; C -1.70; N -0.39; C 1.16; O -0.71; H 0.29; H 0.30; H 0.32; H 0.27; H 0.36; H 0.43; H 0.38

=====

ORCA calculation (ωB97M-V/def2-TZVPD) on one molecule with the formula C6H15NO in a non-equilibrium geometry.

```
23
C6H15NO (ωB97M-V/def2-TZVPD)
C 1.486 -2.150 1.327
O 1.464 -0.896 0.730
C -0.047 -0.216 0.224
C -0.434 0.778 1.298
C -1.100 -1.279 -0.014
C 0.650 0.278 -0.959
C -0.566 1.321 -1.677
N -0.448 2.708 -1.365
H 1.035 -2.929 0.686
H 0.956 -2.157 2.294
H 2.530 -2.440 1.498
H -0.497 0.257 2.252
H 0.305 1.572 1.389
H -1.406 1.224 1.084
H -1.257 -1.847 0.903
H -2.055 -0.830 -0.282
H -0.800 -1.976 -0.794
H 0.872 -0.509 -1.674
H 1.482 0.943 -0.741
H -1.582 0.985 -1.477
H -0.366 1.172 -2.738
H 0.478 3.071 -1.554
H -0.702 2.921 -0.409
```

Structure (SMILES): COC(C)(C)CCN
Orbital gap: 9.25 eV
Highest occupied orbital energy: -8.41 eV
ΔE to the lowest compared entry with this formula, charge and spin: 272.06 kJ/mol
Lowest unoccupied orbital energy: 0.84 eV

How positive or negative is each atom? The Mulliken charges in e answer that: C -0.69; O -0.45; C 1.56; C -1.79; C -1.64; C -0.83; C -0.72; N -0.57; H 0.26; H 0.25; H 0.25; H 0.40; H 0.39; H 0.36; H 0.43; H 0.42; H 0.38; H 0.36; H 0.41; H 0.38; H 0.32; H 0.26; H 0.25

=====

ORCA calculation (ωB97M-V/def2-TZVPD) on a 2-piece molecular cluster, C6H15NO overall.

```
23
C6H15NO (ωB97M-V/def2-TZVPD)
C -1.394 1.243 -1.911
C -0.202 0.844 -2.327
C 0.158 0.558 -3.753
O 0.823 0.684 -1.430
H -2.199 1.348 -2.623
H -1.583 1.465 -0.870
H -0.731 0.542 -4.378
H 0.836 1.322 -4.140
H 0.648 -0.416 -3.845
H 1.639 0.506 -1.911
C -1.559 -1.230 2.537
C -0.339 -0.815 1.735
N 0.730 -0.338 2.592
C 1.870 0.160 1.839
H -2.334 -1.609 1.869
H -1.972 -0.396 3.104
H -1.311 -2.031 3.237
H -0.602 -0.008 1.047
H -0.020 -1.657 1.099
H 1.028 -1.073 3.222
H 2.741 0.255 2.486
H 2.136 -0.493 0.993
H 1.636 1.141 1.426
```

Structure (SMILES): C=C(C)O.CCNC
Orbital gap: 9.29 eV
Highest occupied orbital energy: -8.52 eV
ΔE to the lowest compared entry with this formula, charge and spin: 176.96 kJ/mol
Lowest unoccupied orbital energy: 0.77 eV

How positive or negative is each atom? The Mulliken charges in e answer that: C -0.97; C 0.92; C -1.32; O -0.46; H 0.24; H 0.28; H 0.33; H 0.34; H 0.36; H 0.29; C -1.24; C 0.10; N -0.45; C -0.76; H 0.35; H 0.32; H 0.33; H 0.00; H 0.26; H 0.25; H 0.36; H 0.25; H 0.23

=====

ORCA calculation (ωB97M-V/def2-TZVPD) on an isolated ion of composition C6H15NO and charge +1 in a non-equilibrium geometry.

```
23
C6H15NO (ωB97M-V/def2-TZVPD)
C -0.175 -2.099 -0.518
N -0.437 -0.878 0.214
C 0.551 0.221 0.128
C -0.074 1.281 -0.850
C -0.433 2.572 -0.181
O -1.406 2.389 0.891
C 2.026 -0.070 -0.261
C -0.159 -3.305 0.402
H -0.888 -2.317 -1.325
H 0.776 -1.992 -1.029
H -1.365 -0.438 0.146
H 0.631 0.635 1.134
H 0.546 1.536 -1.713
H -0.979 0.837 -1.338
H -1.004 3.229 -0.841
H 0.346 3.083 0.405
H -1.044 1.938 1.649
H 2.678 0.142 0.619
H 2.228 -1.148 -0.050
H 2.706 0.349 -1.006
H -0.843 -4.118 0.242
H -0.231 -2.945 1.432
H 0.846 -3.751 0.589
```

Total charge: +1
Spin multiplicity: 2
<S²>: 0.754
Orbital gap (spin up / spin down): 11.53 / 6.57 eV
Highest occupied orbital energy (spin up / spin down): -14.34 / -14.33 eV
ΔE to the lowest compared entry with this formula, charge and spin: 264.85 kJ/mol
Lowest unoccupied orbital energy (spin up / spin down): -2.81 / -7.76 eV

How positive or negative is each atom? The Mulliken charges in e answer that: C -0.42; N 0.08; C 0.56; C -0.77; C -0.60; O -0.53; C -1.43; C -1.09; H 0.40; H 0.40; H 0.35; H 0.27; H 0.40; H 0.36; H 0.35; H 0.34; H 0.31; H 0.35; H 0.29; H 0.42; H 0.31; H 0.35; H 0.32